ORCA calculation (the ωB97M-V functional and the def2-TZVPD basis) on a structure of composition C54H71BN10O6P4Sc in a non-equilibrium geometry.

Properties
E_HOMO (alpha / beta) = -0.45633 / -0.45633 hartree
Total charge = +2
⟨S²⟩ = 0.7580
Multiplicity = 2
Kohn-Sham gap (alpha / beta) = 7.142 / 4.197 eV

Element x y z (Å)
Sc -0.61788 -0.50427 0.20998
C 0.54573 2.93363 1.76555
C -0.57699 2.21998 2.43079
C -1.14762 2.60709 3.63916
C -2.11974 1.66808 3.89386
N -2.12797 0.78421 2.88670
N -1.16604 1.10277 1.96822
B -3.10378 -0.37633 2.60527
N -2.29442 -1.69258 2.67727
C -2.50208 -2.71534 3.51342
C -1.59985 -3.71446 3.22447
C -0.83748 -3.22082 2.17055
C 0.26774 -3.94248 1.48453
N -1.24853 -1.97785 1.85083
N -3.68132 -0.19254 1.17883
C -4.93118 0.20818 0.90332
C -5.14733 0.06015 -0.44690
C -3.95237 -0.45572 -0.95678
C -3.75887 -0.91438 -2.36468
N -3.05039 -0.57310 0.03408
N -4.30281 -0.47427 3.54054
C -5.25757 -1.44381 3.43979
C -6.28212 -1.11750 4.28175
C -5.88853 0.10406 4.87895
C -6.62459 0.93304 5.87479
N -4.70796 0.47500 4.41348
H 0.41542 4.00929 1.87539
H 0.59042 2.68757 0.71245
H 1.48741 2.65762 2.24658
H -0.88672 3.46179 4.23974
H -2.82674 1.57584 4.69632
H -3.25756 -2.67360 4.27802
H -1.51190 -4.67843 3.69425
H 0.32584 -4.95880 1.86788
H 1.22216 -3.45430 1.66081
H 0.10964 -3.98063 0.40755
H -5.59258 0.57154 1.67249
H -6.05370 0.26530 -0.98985
H -4.63395 -0.63369 -2.94745
H -3.65387 -1.99940 -2.39403
H -2.88151 -0.48361 -2.83325
H -5.14609 -2.27690 2.76356
H -7.19289 -1.66480 4.45686
H -7.63740 0.56082 6.00825
H -6.66464 1.97105 5.54584
H -6.11935 0.91783 6.84126
N 0.96358 1.34318 -2.86730
P 2.53659 0.81803 -2.43185
C 3.39358 0.88949 -4.03352
C 4.70367 0.40355 -4.04585
C 5.48239 0.52147 -5.18239
C 4.94913 1.10323 -6.32663
C 3.63930 1.56188 -6.32688
C 2.85670 1.45624 -5.18726
C 3.37975 2.13663 -1.48005
C 3.31321 2.14996 0.04505
C 4.62547 2.56454 0.72373
C 5.29720 3.68821 -0.02159
C 5.06522 3.89786 -1.31666
C 4.20404 3.01068 -2.07959
P -0.30161 1.82009 -1.80586
C 0.00961 3.62842 -1.67933
C -0.79377 4.35451 -0.80223
C -0.73684 5.73778 -0.79177
C 0.13111 6.40287 -1.64808
C 0.94112 5.68134 -2.51168
C 0.87783 4.29598 -2.53870
C -1.70634 1.95484 -2.96054
C -1.58799 2.00713 -4.34460
C -2.70104 2.30354 -5.11564
C -3.92772 2.54777 -4.51476
C -4.04966 2.47671 -3.13390
C -2.94283 2.17944 -2.35881
H 0.58427 0.62717 -3.50532
H 5.11340 -0.05982 -3.15431
H 6.49904 0.15202 -5.18411
H 5.55717 1.20074 -7.21574
H 3.22378 2.00941 -7.21997
H 1.84652 1.84312 -5.19299
H 2.54582 2.87654 0.32294
H 4.39019 2.90707 1.73663
H 5.99676 4.30614 0.52712
H 5.56300 4.69937 -1.84672
H 4.26390 3.07432 -3.15866
H -1.48019 3.83509 -0.14130
H -1.37064 6.29982 -0.11883
H 0.15996 7.48413 -1.65191
H 1.61079 6.19926 -3.18644
H 1.48202 3.73746 -3.24107
H -0.63730 1.83205 -4.83410
H -2.60679 2.35628 -6.19228
H -4.78851 2.79174 -5.12232
H -5.00709 2.65153 -2.66065
H -3.02845 2.11157 -1.27851
C 6.43033 1.63496 3.00393
C 6.66083 1.47905 1.50878
C 7.42575 0.20710 1.18768
O 5.41848 1.39039 0.78726
P 2.75658 0.54410 0.72276
O 1.29071 0.40295 0.39552
C 3.76947 -0.86688 0.13021
P 2.76264 -2.26689 -0.49566
O 1.30914 -2.00295 -0.41607
O 3.31804 -2.60425 -1.93406
C 2.42902 -2.99399 -3.04989
C 1.66706 -4.27115 -2.73908
C 3.29929 -3.16562 -4.27821
O 3.12552 -3.45765 0.46548
C 4.26543 -4.36969 0.49629
C 4.03836 -5.50634 -0.48289
C 5.58149 -3.65430 0.24490
O 2.94658 0.64893 2.28635
C 2.20654 -0.17815 3.24355
C 2.00929 0.65770 4.49003
C 2.97389 -1.45604 3.53943
H 7.38891 1.68530 3.51836
H 5.86918 0.77904 3.38226
H 5.87734 2.54530 3.23872
H 7.22421 2.33717 1.12848
H 6.98030 -0.64848 1.70039
H 8.46085 0.29799 1.51306
H 7.41881 0.02366 0.11237
H 4.35224 -1.18309 0.99217
H 4.48063 -0.52050 -0.61832
H 1.71419 -2.18169 -3.18653
H 2.33158 -5.13405 -2.78222
H 0.88057 -4.39693 -3.48092
H 1.20655 -4.21299 -1.75370
H 3.95083 -4.03186 -4.15680
H 3.91631 -2.29110 -4.46449
H 2.65689 -3.33232 -5.14250
H 4.23661 -4.75614 1.51524
H 4.14669 -5.14624 -1.50628
H 3.04096 -5.92481 -0.35155
H 4.77224 -6.29184 -0.30797
H 5.57312 -3.18881 -0.74319
H 6.38912 -4.38383 0.27318
H 5.78295 -2.89652 1.00352
H 1.23322 -0.41876 2.80485
H 2.97156 0.86876 4.95865
H 1.38852 0.10676 5.19580
H 1.51075 1.60018 4.26330
H 3.99010 -1.21602 3.85851
H 3.01660 -2.12040 2.67600
H 2.48071 -1.99142 4.35015
N -0.56545 -1.45130 -3.01748
C -0.75897 -1.12215 -1.92469

Cartesian forces (eV/Å) of the 6 atoms listed first:
Sc -0.5016 -0.3121 0.9125
C -0.0568 -0.0807 0.1010
C -0.0512 0.0056 0.0634
C 0.0583 -0.0070 0.0153
C 0.0075 -0.1082 -0.0775
N -0.0999 0.2569 0.1979

Results of the Löwdin charge analysis, in e, for atoms 1 through 99:
1 Sc 0.996
2 C -0.043
3 C -0.338
4 C -0.006
5 C -0.025
6 N 0.032
7 N 0.052
8 B -0.652
9 N 0.029
10 C -0.031
11 C 0.012
12 C -0.307
13 C -0.018
14 N 0.021
15 N 0.014
16 C -0.032
17 C -0.003
18 C -0.336
19 C -0.034
20 N 0.038
21 N -0.029
22 C -0.107
23 C -0.004
24 C -0.338
25 C -0.028
26 N 0.110
27 H 0.103
28 H 0.012
29 H 0.069
30 H 0.118
31 H 0.109
32 H 0.131
33 H 0.117
34 H 0.097
35 H 0.048
36 H 0.075
37 H 0.136
38 H 0.116
39 H 0.089
40 H 0.094
41 H 0.024
42 H 0.133
43 H 0.109
44 H 0.079
45 H 0.079
46 H 0.081
47 N -0.311
48 P 1.146
49 C -0.364
50 C -0.113
51 C -0.050
52 C -0.037
53 C -0.045
54 C -0.072
55 C -0.299
56 C -0.241
57 C -0.314
58 C 0.026
59 C -0.023
60 C -0.044
61 P 1.021
62 C -0.347
63 C -0.111
64 C -0.052
65 C -0.056
66 C -0.061
67 C -0.090
68 C -0.360
69 C -0.075
70 C -0.054
71 C -0.050
72 C -0.056
73 C -0.119
74 H 0.042
75 H 0.110
76 H 0.119
77 H 0.121
78 H 0.120
79 H 0.093
80 H 0.121
81 H 0.147
82 H 0.129
83 H 0.122
84 H 0.118
85 H 0.108
86 H 0.117
87 H 0.115
88 H 0.112
89 H 0.085
90 H 0.091
91 H 0.114
92 H 0.116
93 H 0.117
94 H 0.102
95 C -0.021
96 C -0.412
97 C -0.027
98 O -0.133
99 P 0.703

ORCA calculation (the ωB97M-V functional and the def2-TZVPD basis) on the molecule C5H8N2 in a non-equilibrium geometry.

Properties
Energy relative to the best compared isomer or geometry (same formula, charge and spin) = 4.977 eV
E_HOMO (alpha / beta) = -0.33902 / -0.33809 hartree
Total charge = 0
Multiplicity = 1
Kohn-Sham gap (alpha / beta) = 8.271 / 8.282 eV

Element x y z (Å)
C -0.82182 1.39226 0.07215
C -0.07147 0.06328 0.13468
C -1.02519 -1.11139 0.36733
N 0.68792 -0.13426 -1.12875
C 1.09566 0.21612 1.11170
C 1.99801 -0.42715 -0.95833
N 3.10704 -0.75309 -0.83257
H -1.34112 1.56270 1.02121
H -1.56920 1.40052 -0.73122
H -0.10879 2.20904 -0.06828
H -1.85003 -1.11137 -0.35866
H -0.49491 -2.06710 0.28782
H -1.46229 -1.04051 1.37241
H 0.54471 0.58812 -1.82468
H 1.31148 -0.78718 1.53519

Cartesian forces (eV/Å) of the 6 atoms listed first:
C -0.0523 0.0557 -0.0207
C -0.1054 0.1164 0.1890
C 0.0337 -0.0539 0.0885
N 0.1437 0.1112 -0.0610
C -0.3360 -0.2393 0.1892
C 0.9545 -0.4394 -0.1724

For reference, the Löwdin charges in units of e are:
1 C -0.064
2 C -0.676
3 C -0.048
4 N 0.073
5 C 0.229
6 C -0.360
7 N 0.165
8 H 0.089
9 H 0.086
10 H 0.083
11 H 0.084
12 H 0.084
13 H 0.086
14 H 0.141
15 H 0.027

ORCA calculation (the ωB97M-V functional and the def2-TZVPD basis) on a cluster of 2 separate species, CH4BCl in total in a non-equilibrium geometry.

Properties
Energy relative to the best compared isomer or geometry (same formula, charge and spin) = 5.258 eV
E_HOMO (alpha / beta) = -0.34824 / -0.35199 hartree
Total charge = 0
Multiplicity = 1
Kohn-Sham gap (alpha / beta) = 8.658 / 8.820 eV

Element x y z (Å)
B 0.97457 -1.65584 0.78552
C -0.93990 2.07584 -0.69104
Cl -0.30534 -0.66928 0.26474
H 1.70494 -1.19143 1.61189
H 0.83354 -2.78100 0.70418
H -0.26873 2.22106 -1.53974
H -1.99908 2.00065 -1.13556

Cartesian forces (eV/Å) of the 6 atoms listed first:
B 0.1260 0.5562 2.0405
C -1.4815 0.2920 -0.2233
Cl -0.6520 0.6080 -0.7250
H 0.3226 0.0472 -0.6317
H 0.2179 -1.3726 -0.6837
H 0.2287 -0.0763 -0.2667

For reference, the Löwdin charges in units of e are:
1 B -0.544
2 C 0.077
3 Cl 0.656
4 H -0.014
5 H -0.043
6 H -0.085
7 H -0.047

ORCA calculation (the ωB97M-V functional and the def2-TZVPD basis) on a structure of composition C21H20AuClN5O4S.

Properties
Energy relative to the best compared isomer or geometry (same formula, charge and spin) = 0.697 eV
E_HOMO = -0.15306 hartree
Total charge = -1
Multiplicity = 1
Kohn-Sham gap = 6.650 eV

Element x y z (Å)
Au 0.21480 0.35040 0.67896
C -5.33650 -1.94899 -6.57288
O -4.54482 -2.75575 -5.72479
C -4.98825 -2.92317 -4.44771
C -4.13798 -3.61494 -3.58789
C -4.49831 -3.82812 -2.27306
C -5.72887 -3.36808 -1.78170
C -6.57754 -2.71512 -2.65724
C -6.21197 -2.47067 -3.98171
N -6.22592 -3.69641 -0.46871
N -5.51956 -3.67011 0.57767
C -4.25641 -3.03644 0.72031
C -3.33942 -3.74660 1.48779
C -2.00714 -3.38916 1.60541
C -1.49726 -2.21463 1.00717
O -0.27356 -1.90535 1.05432
C -2.50032 -1.35481 0.34483
N -2.06184 -0.15932 -0.11373
C -2.89285 0.66222 -0.70546
C -4.26705 0.39380 -0.79513
C -4.74014 -0.79609 -0.31779
C -3.85049 -1.76040 0.21116
H -4.80195 -1.87686 -7.51505
H -5.47162 -0.94585 -6.15873
H -6.31984 -2.39347 -6.75193
H -3.18352 -3.96394 -3.96865
H -3.82521 -4.35725 -1.60974
H -7.54202 -2.37853 -2.28947
H -6.89203 -1.93051 -4.62760
H -3.69832 -4.66381 1.94507
H -1.30831 -4.00923 2.15670
H -2.46724 1.57790 -1.11073
H -4.93917 1.13357 -1.21459
H -5.80127 -0.99631 -0.32792
S 0.36574 1.90859 2.55382
C 0.85306 2.75760 1.15737
N 0.05519 3.56783 0.40112
C 0.75349 4.03623 -0.80958
C 2.21617 3.64530 -0.53292
N 2.13718 2.98591 0.77914
H -0.91929 3.33202 0.35612
H 0.62923 5.11218 -0.92638
H 0.39166 3.51992 -1.69389
H 2.87411 4.51337 -0.48195
H 2.57869 2.96199 -1.29659
H 2.82428 2.30127 1.04125
Cl 3.03377 -0.37747 0.13403
C 2.33293 -0.82023 -1.47345
C 1.69670 0.39288 -2.18233
O 2.03727 0.57024 -3.36081
O 0.87247 1.09011 -1.49892
H 1.56864 -1.57132 -1.27544
H 3.13116 -1.22640 -2.07862

Cartesian forces (eV/Å) of the 6 atoms listed first:
Au -0.2999 0.1848 0.3437
C 0.0379 -0.0338 0.0302
O -0.0203 0.1254 -0.2111
C -0.0642 -0.0349 0.1050
C 0.0873 -0.0622 0.1181
C -0.0280 0.0061 0.1803

For reference, the Löwdin charges in units of e are:
1 Au 0.569
2 C -0.098
3 O -0.085
4 C -0.295
5 C 0.003
6 C -0.016
7 C -0.296
8 C -0.045
9 C -0.029
10 N 0.039
11 N 0.043
12 C -0.270
13 C -0.055
14 C -0.032
15 C -0.388
16 O -0.137
17 C -0.133
18 N 0.055
19 C -0.144
20 C -0.059
21 C -0.019
22 C -0.108
23 H 0.088
24 H 0.095
25 H 0.089
26 H 0.121
27 H 0.117
28 H 0.109
29 H 0.096
30 H 0.105
31 H 0.102
32 H 0.102
33 H 0.098
34 H 0.106
35 S 0.571
36 C -0.917
37 N 0.008
38 C -0.144
39 C -0.139
40 N 0.007
41 H 0.113
42 H 0.103
43 H 0.101
44 H 0.105
45 H 0.103
46 H 0.089
47 Cl 0.542
48 C -0.463
49 C -0.749
50 O -0.024
51 O -0.161
52 H 0.064
53 H 0.060

ORCA calculation (the ωB97M-V functional and the def2-TZVPD basis) on a cluster of 2 separate species, C2H6ClO3P in total in a non-equilibrium geometry.

Properties
Energy relative to the best compared isomer or geometry (same formula, charge and spin) = 5.911 eV
E_HOMO (alpha / beta) = -0.35052 / -0.28400 hartree
Total charge = 0
Multiplicity = 1
Kohn-Sham gap (alpha / beta) = 8.546 / 5.572 eV

Element x y z (Å)
C -1.21517 0.30205 -1.27842
C 1.09113 0.67169 1.05787
O -1.17300 -0.19072 2.50512
O -1.49122 0.31864 0.04938
O 0.53845 -2.45421 -0.74763
P -0.56961 -0.12500 1.19619
Cl 1.90156 -1.80410 -1.18092
H -2.07304 0.54529 -1.77397
H -0.82026 -0.67626 -1.69749
H -0.38930 1.01866 -1.42264
H 1.55597 0.73854 2.00321
H 1.83642 -0.00794 0.67136
H 0.80806 1.66334 0.61795

Cartesian forces (eV/Å) of the 6 atoms listed first:
C 4.0231 -1.0650 -1.9922
C -1.5868 0.1368 -0.3068
O -0.6219 -0.0174 1.1341
O -1.5584 0.0120 2.0119
O -1.4375 0.1694 0.9560
P 2.5270 -1.3645 -0.1965

For reference, the Löwdin charges in units of e are:
1 C -0.145
2 C -0.159
3 O -0.273
4 O -0.259
5 O -0.781
6 P 0.720
7 Cl 0.542
8 H 0.064
9 H 0.094
10 H 0.096
11 H 0.034
12 H -0.011
13 H 0.079

ORCA calculation (the ωB97M-V functional and the def2-TZVPD basis) on the molecule C11H16N4O5 in a non-equilibrium geometry.

Properties
Energy relative to the best compared isomer or geometry (same formula, charge and spin) = 0.786 eV
E_HOMO = -0.32843 hartree
Total charge = 0
SMILES string = N[C@@H](CCC(=O)O)C(=O)N[C@@H](Cc1c[nH]cn1)C(=O)O
Multiplicity = 1
Kohn-Sham gap = 9.597 eV

Element x y z (Å)
C 1.50807 0.49227 -1.81414
C 1.14938 -0.51924 -0.77874
C 1.16084 0.07705 -3.29048
C -0.33004 -0.01567 -3.50362
C -1.05895 1.19822 -2.97594
C -0.15940 -1.24570 1.08221
C -0.76725 -2.48327 0.48820
C -1.12663 -0.71307 2.19305
C -0.53356 0.45013 2.93928
C 0.22261 0.39415 4.08382
C -0.12613 2.50306 3.53942
H 3.37504 -0.25454 -1.78090
H 3.18300 0.80594 -0.68172
H 0.96897 1.42908 -1.63075
H 1.64801 0.84502 -3.93966
H 1.65926 -0.85564 -3.62678
H -0.54691 -0.24343 -4.55972
H -0.69529 -0.81911 -2.89935
H -1.25765 3.03526 -3.06485
H -0.61622 0.41222 -0.28693
H 0.83496 -1.51044 1.43779
H -1.23086 -1.58103 2.81896
H -2.01858 -0.47580 1.65886
H 0.58576 -0.37042 4.71795
H -0.23283 3.55098 3.74485
H 0.92251 2.08262 5.30023
H -2.10339 -3.17001 -0.68671
N 2.95765 0.63994 -1.68535
N 0.11081 -0.19786 0.05606
N -0.73445 1.79792 2.61958
N 0.46241 1.71076 4.47237
O 1.70852 -1.60842 -0.58626
O -1.74111 1.23952 -1.98626
O -0.80226 2.35342 -3.63020
O -0.52157 -3.58228 0.92016
O -1.60413 -2.32267 -0.53473

Cartesian forces (eV/Å) of the 6 atoms listed first:
C 0.7712 -0.7227 -1.3043
C -1.8019 -1.7954 1.2207
C 1.5209 0.7437 0.0791
C -0.3418 0.0704 -0.4094
C 0.3976 0.7211 -0.4357
C -0.3036 1.9627 -0.8275

For reference, the Löwdin charges in units of e are:
1 C -0.306
2 C -0.442
3 C -0.129
4 C -0.095
5 C -0.531
6 C -0.198
7 C -0.523
8 C -0.052
9 C -0.275
10 C -0.047
11 C -0.213
12 H 0.056
13 H 0.101
14 H 0.144
15 H 0.130
16 H 0.132
17 H 0.138
18 H 0.107
19 H 0.151
20 H 0.117
21 H 0.154
22 H 0.120
23 H 0.117
24 H 0.105
25 H 0.112
26 H 0.151
27 H 0.159
28 N 0.058
29 N 0.145
30 N 0.095
31 N 0.040
32 O 0.056
33 O 0.094
34 O 0.100
35 O 0.115
36 O 0.115

no.,E_tot (eV)
1,-142866.7088
2,-8290.0197
3,-14295.7448
4,-64793.1693
5,-30120.7341
6,-27865.6994